# 1
{"formula": "C28H29NOS4SiTaTe", "method": "ωB97M-V/def2-TZVPD", "elements": ["Ta", "S", "C", "C", "C", "C", "C", "C", "S", "C", "C", "C", "C", "C", "C", "C", "S", "C", "C", "C", "C", "C", "C", "S", "N", "H", "H", "H", "H", "H", "H", "H", "H", "H", "H", "H", "H", "H", "H", "H", "Te", "C", "C", "C", "C", "C", "C", "H", "H", "H", "H", "H", "C", "Si", "C", "C", "O", "H", "H", "H", "H", "H", "H", "H", "H", "H"], "xyz": [[-0.47041, -0.07021, 0.06363], [-1.23850, 0.71868, -2.08922], [-0.18533, 2.05642, -2.56867], [-0.62655, 2.85315, -3.62915], [0.13668, 3.91043, -4.08579], [1.35928, 4.20665, -3.49130], [1.80198, 3.43655, -2.43439], [1.03797, 2.36405, -1.97752], [1.70582, 1.39490, -0.64148], [2.99127, 0.47445, -1.55699], [2.75565, -0.99698, -1.70617], [3.83743, -1.86378, -1.79193], [3.59380, -3.20007, -2.04833], [2.28416, -3.62016, -2.21765], [1.26844, -2.68759, -2.09009], [-0.16473, -3.08373, -2.26327], [-1.23840, -2.44799, -0.95657], [-0.75538, -3.46887, 0.41465], [-1.37534, -4.70860, 0.54761], [-1.03372, -5.55289, 1.58795], [-0.07404, -5.14486, 2.50584], [0.53736, -3.90918, 2.38413], [0.21073, -3.04987, 1.33410], [1.08858, -1.50909, 1.25898], [1.49756, -1.40216, -1.82308], [-1.57769, 2.62925, -4.09328], [-0.22558, 4.51098, -4.90921], [1.95438, 5.03771, -3.84350], [2.73778, 3.66843, -1.94026], [3.94675, 0.68203, -1.07920], [3.00293, 0.93110, -2.54717], [4.84522, -1.49359, -1.66319], [4.41105, -3.90531, -2.11688], [2.05155, -4.65565, -2.42480], [-0.27959, -4.16654, -2.26745], [-0.57139, -2.69308, -3.19785], [-2.13516, -4.99762, -0.16838], [-1.51763, -6.51433, 1.68844], [0.19822, -5.79150, 3.32936], [1.27843, -3.59683, 3.10773], [-0.67174, 1.98038, 1.82315], [0.65982, 3.61528, 1.78980], [1.29475, 3.93000, 2.98883], [2.12755, 5.03573, 3.06440], [2.32495, 5.83846, 1.94908], [1.67226, 5.53976, 0.76231], [0.83809, 4.43363, 0.68263], [1.14979, 3.31128, 3.86571], [2.62138, 5.27093, 3.99784], [2.97173, 6.70337, 2.00996], [1.79668, 6.17764, -0.10380], [0.29241, 4.24334, -0.23097], [-4.54487, 0.83254, 1.36673], [-3.54615, -0.68974, 1.74015], [-4.30552, -2.23402, 1.03447], [-3.06524, -0.87536, 3.52538], [-2.05994, -0.48390, 0.90379], [-5.61165, 0.63029, 1.48164], [-4.37829, 1.15753, 0.33742], [-4.28488, 1.66202, 2.02548], [-5.32161, -2.34103, 1.42209], [-3.74643, -3.12713, 1.31854], [-4.37141, -2.19596, -0.05422], [-3.94181, -1.10051, 4.13697], [-2.60930, 0.03644, 3.91387], [-2.35413, -1.69527, 3.64908]], "forces_ev_per_a": [[0.1, -0.1, 0.1], [0.0, 0.0, -0.1], [0.0, 0.0, 0.0], [0.0, 0.0, 0.0], [0.0, 0.0, 0.0], [0.0, 0.0, 0.0], [0.0, 0.0, 0.1], [0.0, -0.1, 0.0], [-0.1, 0.1, -0.1], [0.0, 0.0, 0.0], [0.0, 0.0, -0.1], [0.0, 0.0, 0.0], [0.0, 0.0, 0.0], [0.0, 0.0, 0.1], [0.0, 0.0, 0.0], [-0.1, 0.0, 0.0], [-0.1, -0.1, 0.1], [0.0, 0.0, 0.0], [0.0, 0.0, 0.0], [0.0, 0.0, 0.0], [0.0, 0.0, 0.0], [0.0, 0.0, 0.0], [0.1, 0.0, 0.0], [-0.1, 0.0, 0.1], [0.0, 0.0, 0.0], [0.0, 0.0, 0.0], [0.0, 0.0, 0.0], [0.0, 0.0, 0.0], [0.0, 0.0, 0.0], [0.0, 0.0, 0.1], [0.1, 0.0, 0.0], [0.0, 0.0, 0.0], [0.0, 0.0, 0.0], [0.0, 0.0, 0.0], [0.0, 0.0, 0.0], [0.0, 0.1, 0.0], [0.0, 0.0, 0.0], [0.0, 0.0, 0.0], [0.0, 0.0, 0.0], [0.0, 0.0, 0.0], [-0.3, 0.2, 0.0], [0.2, -0.1, 0.1], [0.1, -0.1, 0.0], [0.0, 0.0, 0.0], [0.0, 0.0, 0.0], [0.0, 0.0, 0.0], [-0.2, 0.0, -0.1], [0.0, 0.0, 0.0], [0.0, 0.0, 0.0], [0.0, 0.0, 0.0], [0.0, 0.0, 0.0], [0.0, 0.0, 0.0], [0.0, -0.1, 0.0], [0.0, 0.0, 0.0], [0.0, 0.1, 0.1], [-0.1, 0.0, -0.1], [0.3, 0.1, -0.2], [0.0, 0.0, 0.0], [0.0, 0.0, 0.0], [0.0, 0.0, 0.0], [0.0, 0.0, 0.0], [0.0, 0.0, 0.0], [0.0, 0.0, 0.0], [0.0, 0.0, 0.0], [0.0, 0.0, 0.0], [0.0, 0.0, 0.0]], "homo_ha": -0.3830, "orbital_gap_ev": 6.347, "charge": 1}



# 2
{"formula": "C28H30AuBrN5O2", "method": "ωB97M-V/def2-TZVPD", "elements": ["Au", "O", "C", "C", "C", "C", "C", "C", "C", "O", "N", "N", "C", "C", "Br", "C", "C", "C", "C", "C", "C", "C", "H", "H", "H", "H", "H", "H", "H", "H", "H", "H", "H", "H", "H", "H", "N", "C", "C", "N", "C", "H", "H", "H", "H", "C", "N", "C", "C", "C", "C", "C", "C", "C", "C", "H", "H", "H", "H", "H", "H", "H", "H", "H", "H", "H", "H"], "xyz": [[-0.30810, -0.62470, 0.12220], [-4.36460, -0.10620, -0.04310], [-4.60470, 1.20720, -0.01260], [-5.86390, 1.65540, 0.40780], [-6.16050, 2.99990, 0.42000], [-5.20590, 3.93270, 0.03540], [-3.95400, 3.50300, -0.36640], [-3.63210, 2.15170, -0.37710], [-2.22480, 1.70400, -0.78460], [-2.07700, 0.38450, -0.95460], [-1.29580, 2.27630, 0.20400], [-0.18900, 1.65410, 0.50040], [0.59120, 2.00040, 1.46130], [1.74790, 1.20020, 1.76850], [2.48870, 0.27770, 0.24910], [2.24380, 0.97060, 2.99100], [3.32000, 0.02050, 3.29530], [4.62770, 0.20830, 2.85820], [5.60230, -0.72860, 3.15510], [5.28000, -1.87760, 3.85830], [3.97590, -2.08100, 4.27860], [3.00860, -1.12960, 4.01950], [-3.45010, -0.19570, -0.44420], [-6.60250, 0.91690, 0.67810], [-7.14810, 3.32930, 0.70490], [-5.43800, 4.98710, 0.03410], [-3.21900, 4.22850, -0.68520], [-2.00400, 2.22230, -1.74710], [-1.56240, 3.12980, 0.68710], [0.36830, 2.84330, 2.11420], [1.73890, 1.42800, 3.83520], [4.88560, 1.09490, 2.30050], [6.61590, -0.56860, 2.82150], [6.04250, -2.61000, 4.08090], [3.70580, -2.98620, 4.80460], [1.99340, -1.28310, 4.35870], [-0.89550, -0.73710, 4.61690], [-1.55180, 0.44020, 4.41020], [-1.61060, 0.59970, 3.05940], [-1.00420, -0.45580, 2.45440], [-0.58290, -1.24260, 3.41130], [-0.69040, -1.14180, 5.51710], [-1.91540, 1.05340, 5.20780], [-2.06400, 1.38160, 2.48710], [-0.06270, -2.16490, 3.24820], [-4.53740, -4.14540, -0.13100], [-3.45690, -3.23430, 0.05860], [-3.23470, -2.75090, 1.38150], [-2.43970, -3.04550, -0.92970], [-1.08140, -3.53700, -0.46120], [-0.82730, -4.90690, -0.47400], [0.40030, -5.40600, -0.08320], [1.38780, -4.53710, 0.34100], [1.13350, -3.17370, 0.38150], [-0.09200, -2.67010, -0.02100], [-5.44050, -3.73520, 0.32840], [-4.34420, -5.12160, 0.33610], [-4.73160, -4.30210, -1.19020], [-4.19300, -2.53160, 1.85040], [-2.63120, -1.84590, 1.34930], [-2.71070, -3.48890, 2.00260], [-2.34620, -1.97720, -1.16050], [-2.73830, -3.56710, -1.84060], [-1.59710, -5.58380, -0.81340], [0.59330, -6.46870, -0.12260], [2.35840, -4.90510, 0.63910], [1.91730, -2.51670, 0.72940]], "forces_ev_per_a": [[0.2, 1.1, 0.3], [0.3, -0.6, -0.1], [-0.2, 0.8, 0.2], [0.2, -0.2, -0.2], [0.1, 0.1, 0.0], [0.1, 0.2, 0.0], [-0.1, -0.1, 0.1], [0.1, -0.6, 0.1], [-0.3, 2.1, -1.2], [0.9, -2.5, 0.3], [-0.3, 0.3, 0.5], [0.1, -0.7, 0.3], [-0.3, 0.6, -0.2], [0.7, -0.5, 0.6], [-0.4, -0.2, 0.1], [-0.3, 0.0, -0.7], [0.3, -0.2, 0.1], [-0.1, 0.0, 0.1], [0.1, -0.1, -0.1], [0.0, 0.0, 0.0], [0.0, -0.2, 0.1], [0.0, 0.2, -0.1], [-0.5, 0.0, 0.2], [-0.1, -0.1, 0.0], [-0.1, 0.0, 0.1], [0.0, 0.1, 0.0], [0.1, 0.1, -0.1], [0.0, -0.1, 0.3], [0.1, -0.2, 0.0], [0.0, 0.1, -0.2], [-0.1, 0.2, 0.0], [0.0, 0.1, -0.1], [0.1, 0.0, 0.0], [0.0, 0.0, 0.0], [0.0, 0.0, 0.1], [0.0, 0.0, 0.1], [0.1, -0.2, 0.1], [-0.2, 0.4, -0.3], [-0.3, 0.5, 0.2], [0.6, -0.7, -0.6], [0.2, -0.5, 0.0], [0.0, -0.1, -0.1], [-0.1, 0.1, 0.2], [-0.2, 0.2, -0.1], [0.1, -0.2, 0.1], [-0.1, -0.4, 0.1], [-0.1, 0.5, -0.3], [0.1, -0.1, -0.1], [-0.3, 0.4, 0.2], [0.0, 0.7, -0.2], [0.3, 0.1, 0.1], [0.0, -0.1, 0.0], [-0.1, 0.0, -0.1], [0.5, 0.9, 0.3], [-0.8, -1.0, -0.2], [0.0, 0.0, -0.1], [-0.1, -0.1, 0.0], [0.0, 0.0, 0.0], [0.0, 0.1, 0.1], [-0.2, 0.0, 0.1], [0.1, -0.1, 0.2], [-0.1, -0.1, -0.2], [0.1, 0.1, 0.0], [-0.2, 0.0, -0.1], [0.0, 0.0, 0.0], [0.1, 0.0, 0.1], [0.1, 0.1, 0.1]], "homo_ha": [-0.3768, -0.3667], "orbital_gap_ev": [4.243, 3.623], "charge": 1}